Below is an isolated ion of composition C4H13N3 and charge +1 at a distorted geometry, with properties calculated with ωB97M-V/def2-TZVPD.

## Properties
electronic energy: -324.07775 Ha
frontier orbital gap (spin up / spin down): 10.930 / 5.426 eV
LUMO (spin up / spin down): -2.8 / -8.3 eV
ΔE to the lowest compared entry with this formula, charge and spin: 2.400 eV
total charge: +1
spin multiplicity: 2

Cartesian coordinates (Å):
C  -0.2365  1.5617  0.0264
N  0.5823  2.4719  0.9263
C  -0.1577  0.0461  0.6726
C  -0.9840  -0.1106  1.9165
N  -0.6556  -0.8355  -0.3996
C  0.3962  -1.7881  -0.9209
N  0.9141  -1.2770  -2.2003
H  -1.3249  1.8527  0.0672
H  0.0171  1.6072  -1.0536
H  1.5780  2.2300  0.8280
H  0.5895  3.3979  0.4978
H  0.9394  -0.3094  1.0935
H  -0.8547  0.6178  2.6281
H  -1.9964  -0.4264  1.6327
H  -0.6861  -0.8663  2.6828
H  -1.4543  -1.3379  -0.0236
H  -0.2084  -2.7223  -1.2322
H  1.2143  -1.9983  -0.1755
H  1.8649  -1.2032  -2.4399
H  0.3292  -1.6127  -2.9586